Entry 1:
The following is a quantum chemistry calculation of 5 unconnected molecules or ions with the total composition C16H23Br4N3 at a distorted geometry, from the OMol25 dataset.

Output
Maximum force   0.0605 hartree/bohr
Electronic energy   -11083.7291 a.u.
Orbital gap   8.21 eV
SMILES string   c1cc[nH]c1.c1cc[nH]c1.c1cc[nH]c1.BrCCBr.BrCCBr

The geometry in ORCA input format:
```
! wB97M-V def2-TZVPD RIJCOSX def2/J DEFGRID3
* xyz 0 1
C -9.9129 -8.6363 7.5064
C -9.4062 -8.2656 6.2299
C -8.1664 -8.9540 6.0448
N -7.9638 -9.8316 7.0946
C -8.9926 -9.5843 8.0386
H -10.8148 -8.2745 7.9776
H -9.9107 -7.5509 5.5966
H -7.4829 -8.8094 5.2212
H -7.2797 -10.5538 7.2695
H -9.1430 -10.1523 8.9448
C -13.0251 -7.3754 3.4928
C -13.6952 -8.4585 2.8019
C -13.8326 -9.4556 3.7447
N -13.2421 -9.0832 4.9445
C -12.7854 -7.8232 4.7899
H -12.8625 -6.3478 3.2030
H -14.0854 -8.5299 1.7974
H -14.3032 -10.4233 3.6531
H -13.3007 -9.6549 5.7751
H -12.3971 -7.3144 5.6599
C -13.7595 -8.3634 8.5520
C -13.2894 -9.5707 7.9631
C -14.4650 -10.3048 7.6662
N -15.5299 -9.5857 8.1029
C -15.1399 -8.3626 8.5488
H -13.2264 -7.5279 8.9813
H -12.2811 -9.9440 7.8616
H -14.7040 -11.2597 7.2217
H -16.4619 -9.8790 7.8470
H -15.7681 -7.5193 8.7948
Br -17.7726 -8.6937 5.6843
C -19.4665 -9.4718 5.1155
C -20.5077 -8.5171 4.5551
Br -22.1586 -9.6615 4.3789
H -19.8172 -10.0812 5.9484
H -19.2604 -10.1839 4.3164
H -20.2238 -8.2575 3.5352
H -20.6307 -7.6315 5.1784
Br -17.1814 -4.7973 7.2134
C -15.5652 -4.1983 8.2402
C -14.2172 -4.5362 7.3928
Br -12.7013 -4.2092 8.6156
H -15.5571 -4.6559 9.2295
H -15.7237 -3.1386 8.4402
H -13.9734 -3.9787 6.4884
H -14.2048 -5.6196 7.2742
*
```

Here are the Löwdin charges for atoms 1 to 5, given in e:
1. C -0.1191
2. C -0.1009
3. C -0.1269
4. N 0.0037
5. C -0.1179



Entry 2:
The following is a quantum chemistry calculation of 2 unconnected molecules or ions with the total composition C4H8N2 at a distorted geometry, from the OMol25 dataset.

Output
Maximum force   0.0962 hartree/bohr
Electronic energy   -266.5902 a.u.
Orbital gap   9.13 eV

The geometry in ORCA input format:
```
! wB97M-V def2-TZVPD RIJCOSX def2/J DEFGRID3
* xyz 0 1
C 0.6031 -0.7630 -1.4717
C 0.6193 0.4555 -0.7181
C -0.1297 0.2064 1.2331
N -1.1329 1.1856 1.4599
C -0.4757 -1.1045 0.9121
N -0.6642 -2.0707 0.2975
H -0.3017 -1.0999 -1.9441
H 1.4144 -1.4645 -1.3984
H 1.0807 0.1417 -2.1581
H 1.5765 0.8104 -0.3989
H -0.1210 1.1952 -0.9530
H 0.7176 0.3107 1.8954
H -1.9458 0.9726 0.8991
H -1.4646 1.2033 2.4179
*
```

Here are the Löwdin charges for atoms 1 to 5, given in e:
1. C -0.1506
2. C -0.1365
3. C -0.2996
4. N 0.0053
5. C -0.2906



Entry 3:
The following is a quantum chemistry calculation of a molecular structure, C44H92CuN4O9 at a distorted geometry, from the OMol25 dataset.

Output
Maximum force   0.0666 hartree/bohr
Electronic energy   -4267.8782 a.u.
Orbital gap   2.68 eV

The geometry in ORCA input format:
```
! wB97M-V def2-TZVPD RIJCOSX def2/J DEFGRID3
* xyz -1 1
Cu 0.1221 2.2087 -2.3034
C 0.5039 4.2978 4.0529
C 0.5147 5.8281 3.9323
O -0.2384 6.4806 2.9932
H -0.3941 3.7856 3.7068
H 0.5263 4.0960 5.1344
H 1.3952 3.7447 3.7349
H 1.5699 6.1670 3.9026
H 0.1153 6.2272 4.8873
C 0.2858 0.7560 1.2879
C -1.0635 1.1989 0.7218
O -1.0360 2.3171 -0.1185
H 0.9842 0.6312 0.4491
H 0.2372 -0.1137 1.9430
H 0.8213 1.6205 1.6933
H -1.7954 1.3465 1.5259
H -1.5014 0.3484 0.1723
C -3.1054 2.4324 7.0240
C -3.3027 2.0493 5.5817
C -4.7405 1.9921 5.0432
O -4.6393 2.7196 3.7850
C -3.3609 3.1100 3.5922
O -2.9670 3.6367 2.5965
O -2.6936 3.0392 4.7514
H -2.0941 2.7350 7.2945
H -3.4320 1.6438 7.7045
H -3.6747 3.3173 7.3229
H -2.7654 1.1209 5.3710
H -5.3826 2.3868 5.8311
H -5.0764 0.9992 4.7507
C -0.4351 -0.7332 -2.8525
C 0.1505 -0.5921 -4.2695
C -1.0673 -0.6017 -5.2327
C -0.8699 -0.0744 -6.7000
C -0.1612 1.2730 -6.6046
C 1.2079 1.1465 -5.8914
N 0.8556 0.7340 -4.5345
O 1.9349 1.0322 -3.6450
C 2.2487 0.3876 -6.6850
C 1.6410 2.6614 -5.7855
C 1.0192 -1.8328 -4.5024
H -1.2890 -1.4124 -2.8530
H -0.9308 0.1870 -2.5198
H 0.2644 -1.0240 -2.0698
H -1.3638 -1.6307 -5.4609
H -1.9700 -0.2051 -4.7655
H -1.8069 -0.0282 -7.2506
H -0.1286 -0.6828 -7.2230
H -0.8188 1.9805 -6.0966
H -0.1169 1.6387 -7.6347
H 2.4306 0.7739 -7.6862
H 3.1968 0.2574 -6.1548
H 1.9996 -0.6692 -6.8077
H 2.6374 2.7536 -5.3474
H 1.5647 3.2686 -6.6859
H 1.0867 3.2078 -5.0172
H 1.4152 -1.9746 -5.5105
H 0.5058 -2.7899 -4.4015
H 1.8641 -1.7147 -3.8215
H 2.5537 0.3127 -3.8507
C -6.9144 4.2611 0.8346
C -6.7420 2.9271 0.0717
C -7.9523 2.8437 -0.8515
C -7.7576 1.8745 -2.0531
C -6.5151 2.1882 -2.8535
C -5.2991 2.3034 -1.9098
N -5.5417 3.1808 -0.7637
O -4.4215 3.3622 0.0526
C -4.9701 0.8210 -1.5004
C -4.0826 2.7424 -2.6820
C -6.7054 1.6959 1.0371
H -7.9432 4.3064 1.2044
H -6.9145 5.1176 0.1555
H -6.1520 4.5560 1.5538
H -8.7482 2.2650 -0.3703
H -8.4909 3.6898 -1.2811
H -8.6274 1.6244 -2.6598
H -7.4304 0.9286 -1.6073
H -6.6347 3.1210 -3.4181
H -6.3123 1.4875 -3.6662
H -5.0250 0.0804 -2.3050
H -4.0636 0.7203 -0.9002
H -5.7028 0.2565 -0.9125
H -3.2035 2.9388 -2.0652
H -3.7205 1.9747 -3.3704
H -4.1426 3.6773 -3.2455
H -7.3124 0.8606 0.6895
H -6.9176 2.0146 2.0548
H -5.6916 1.2944 0.9947
H -4.3559 2.4997 0.4895
C 2.9285 -1.6862 -0.2855
C 4.3755 -1.9975 -0.7226
C 4.8156 -3.3271 0.0183
C 5.6671 -4.2349 -0.8582
C 5.1566 -4.3334 -2.2711
C 5.0509 -2.9814 -2.9806
N 4.2006 -2.1045 -2.1841
O 3.9206 -0.8595 -2.7382
C 6.4294 -2.3007 -3.2845
C 4.4033 -3.2079 -4.3586
C 5.3643 -0.9150 -0.3444
H 2.3619 -2.5330 -0.6771
H 2.4388 -0.7986 -0.6887
H 2.6977 -1.5961 0.7786
H 5.3983 -2.9757 0.8669
H 3.9799 -3.9561 0.3289
H 5.8614 -5.1660 -0.3273
H 6.6099 -3.6907 -0.9772
H 4.2172 -4.8741 -2.4090
H 5.8994 -4.9264 -2.8122
H 7.0295 -2.6861 -4.1116
H 6.3823 -1.2170 -3.4040
H 7.1729 -2.4019 -2.4854
H 4.3371 -2.4920 -5.1774
H 4.8092 -4.0888 -4.8620
H 3.3841 -3.4539 -4.0453
H 6.3371 -0.9198 -0.8478
H 5.5462 -0.8674 0.7272
H 5.0685 0.0772 -0.7024
H 4.6740 -0.3360 -2.4255
C 4.0495 -2.3269 5.6985
C 3.3384 -2.0868 4.3805
C 3.6354 -3.2102 3.2835
C 2.7601 -4.4355 3.4554
C 1.3109 -4.0103 3.3971
C 0.9401 -3.0738 4.6040
N 1.8881 -1.9266 4.5306
O 1.5044 -0.8437 5.3492
C -0.5012 -2.5190 4.2357
C 0.8636 -3.8631 5.8795
C 3.8688 -0.7797 3.6617
H 5.1147 -2.5431 5.5610
H 3.7969 -3.1817 6.3343
H 4.0018 -1.5472 6.4614
H 3.3724 -2.8361 2.2962
H 4.6810 -3.5056 3.3757
H 2.9963 -4.9351 4.4016
H 3.0110 -5.2470 2.7656
H 0.6994 -4.9146 3.4195
H 1.0700 -3.4589 2.4867
H -1.1032 -3.3944 3.9827
H -0.9843 -1.9886 5.0509
H -0.2896 -2.0058 3.2987
H 0.5284 -4.8963 5.7763
H 1.8552 -4.0535 6.3157
H 0.5147 -3.4207 6.8161
H 3.1037 -0.3488 3.0188
H 4.7485 -0.9675 3.0416
H 4.2483 -0.0935 4.4202
H 1.3189 -0.1220 4.7354
*
```

Here are the Löwdin charges for atoms 1 to 5, given in e:
1. Cu 0.5545
2. C -0.1401
3. C -0.6101
4. O -0.4110
5. H 0.0339